(1)
{"formula": "C11H32B2CuO11V2", "method": "ωB97M-V/def2-TZVPD", "homo_energy_ha": [-0.22807, -0.22920], "largest_force_ev_per_a": 15.3, "spin_multiplicity": 3, "total_energy_ev": -131810.8665, "charge": -1, "lumo_energy_ev": [0.141, 0.125], "symbols": ["H", "H", "H", "C", "H", "H", "H", "C", "H", "V", "B", "B", "C", "H", "H", "H", "H", "H", "C", "H", "O", "V", "O", "H", "H", "O", "H", "C", "C", "C", "H", "C", "H", "H", "O", "O", "H", "H", "H", "O", "O", "H", "C", "H", "O", "O", "H", "O", "H", "C", "H", "C", "H", "H", "H", "H", "Cu", "O", "H"], "positions_angstrom": [[-1.432, -1.070, 0.032], [-2.737, 2.420, -4.624], [-1.207, 1.985, -0.923], [-1.532, 2.075, -2.852], [-0.291, 3.592, 3.669], [-1.201, -2.125, -2.407], [3.625, 0.421, 2.854], [2.179, -1.636, -3.480], [-0.373, 3.921, 1.952], [-0.094, 1.765, 2.507], [0.241, 4.021, 2.834], [4.231, -0.338, 2.384], [-0.389, -1.520, -2.812], [-2.367, 3.826, -3.806], [-0.781, -1.247, -3.792], [-0.795, -1.951, 2.284], [-2.119, -3.604, 0.483], [3.057, -2.273, -3.591], [0.930, -2.350, -2.913], [0.615, 2.131, -2.635], [1.286, -2.778, -1.671], [2.080, -1.019, 2.083], [0.081, -0.448, 3.294], [4.001, -0.372, 1.330], [0.696, -3.237, -3.503], [-1.715, 1.750, 2.670], [-3.204, -2.461, 3.076], [-0.109, 2.105, -3.449], [-2.314, -1.441, 0.555], [-3.257, -3.116, 2.207], [2.435, -0.769, -2.872], [0.671, -0.208, 4.305], [1.109, 3.390, 2.723], [0.509, 5.055, 2.982], [1.591, 1.031, 1.252], [1.725, -0.796, 4.235], [-3.233, -4.152, 2.543], [1.021, -2.069, -1.081], [0.052, 3.057, -3.953], [-0.908, -2.832, 1.922], [-1.653, 2.562, -1.547], [0.056, 1.228, -4.075], [0.898, 0.677, 0.259], [-3.521, 2.981, -3.019], [2.097, -2.591, 2.010], [1.149, -0.559, 0.163], [-2.397, -0.654, 1.305], [0.566, 1.012, 4.433], [-0.380, -0.630, -2.183], [-2.133, -2.812, 1.232], [5.259, -0.034, 2.507], [-2.622, 2.786, -3.604], [2.098, -1.152, -4.453], [4.017, -1.315, 2.791], [-3.156, -1.381, -0.134], [-4.191, -2.829, 1.724], [3.897, 1.748, 1.166], [-0.200, 1.193, 0.386], [-1.861, 1.040, -2.771]], "lowdin_spin": [0.000, 0.000, 0.000, 0.000, 0.014, 0.000, 0.004, 0.000, 0.007, 1.170, 0.030, 0.024, 0.000, 0.000, 0.000, 0.000, 0.000, 0.000, 0.000, 0.000, 0.000, 1.133, -0.014, 0.007, 0.000, -0.246, 0.000, 0.000, 0.000, 0.000, 0.000, 0.003, -0.001, 0.001, 0.006, 0.001, 0.000, 0.000, 0.000, 0.000, 0.000, 0.000, 0.019, 0.000, -0.197, 0.014, 0.000, 0.004, 0.000, 0.000, 0.001, 0.000, 0.000, 0.003, 0.000, 0.000, 0.004, 0.011, 0.000]}

***

(2)
{"formula": "C11H32IrN2O5P2", "method": "ωB97M-V/def2-TZVPD", "homo_energy_ha": [-0.32572, -0.42708], "largest_force_ev_per_a": 1.7, "spin_multiplicity": 5, "total_energy_ev": -46547.2956, "charge": 1, "lumo_energy_ev": [-2.943, -5.002], "symbols": ["C", "H", "C", "H", "H", "H", "H", "H", "Ir", "H", "H", "H", "H", "H", "H", "N", "C", "H", "H", "O", "H", "H", "H", "C", "P", "H", "H", "O", "P", "H", "H", "H", "C", "C", "H", "H", "N", "C", "C", "H", "C", "H", "H", "O", "O", "H", "H", "H", "H", "O", "C", "H", "C"], "positions_angstrom": [[2.678, -0.072, -0.405], [-2.423, -1.777, 1.665], [-1.515, -2.689, -0.741], [0.037, 2.764, 1.276], [-1.093, 0.882, -2.443], [0.952, -2.161, -1.870], [0.583, 1.425, -2.202], [-1.330, -1.282, 3.033], [-0.303, 0.133, -0.088], [-0.803, -2.926, -1.548], [-1.472, -2.425, -3.791], [4.663, 0.215, -1.110], [-3.110, -0.890, 3.089], [-1.840, 2.773, 2.872], [-4.326, 0.704, -0.964], [1.215, 1.361, 0.651], [3.576, 2.042, 0.734], [-2.745, 1.559, -1.064], [-0.077, -1.737, -3.781], [-2.501, -0.795, -2.707], [-1.012, -2.846, 0.227], [4.009, -1.360, -1.533], [-2.283, -3.483, -0.803], [-2.228, -1.027, 2.450], [-1.815, 0.594, 1.703], [3.901, 2.619, -0.134], [4.432, 1.477, 1.102], [1.011, 2.628, 1.207], [-2.462, -0.947, -1.047], [1.101, -0.337, 2.256], [-1.191, 1.439, 3.908], [4.512, -1.017, 0.114], [-1.953, 1.713, 3.160], [2.495, 1.118, 0.341], [-0.876, 2.357, -1.423], [3.256, 2.741, 1.504], [1.527, -0.715, -0.669], [-3.977, -1.866, -0.871], [-0.423, 1.395, -1.732], [-2.959, 1.585, 3.614], [-3.437, 1.016, 0.888], [-3.637, 2.075, 1.089], [-4.241, 0.474, 1.417], [0.812, -1.254, 2.451], [1.724, -1.951, -1.288], [-4.792, -1.192, -1.128], [-3.076, -0.101, -3.132], [-4.123, -2.286, 0.120], [0.638, -1.620, 1.554], [-0.541, -2.534, -3.490], [-3.310, 0.751, -0.576], [-3.955, -2.672, -1.612], [4.021, -0.592, -0.763]], "lowdin_spin": [0.206, 0.001, 0.247, 0.002, 0.020, 0.003, 0.017, 0.002, 1.414, 0.005, 0.000, 0.005, 0.006, 0.000, 0.011, 0.340, 0.023, 0.006, 0.000, 0.003, 0.006, 0.001, 0.018, 0.033, 0.147, 0.009, 0.004, 0.058, 0.234, 0.005, 0.000, 0.012, 0.025, 0.166, 0.028, 0.000, 0.360, 0.020, 0.190, 0.005, 0.029, 0.004, 0.002, 0.052, 0.066, 0.000, 0.000, 0.001, 0.012, 0.001, 0.168, 0.000, 0.031]}

***

Question: What is the charge in the second record?
Answer: +1